{"formula": "C39H30MnN2O4S2", "method": "ωB97M-V/def2-TZVPD", "elements": ["Mn", "C", "C", "C", "O", "C", "C", "O", "C", "O", "C", "C", "C", "C", "C", "C", "C", "C", "C", "C", "C", "C", "C", "O", "C", "C", "C", "C", "C", "C", "C", "C", "C", "C", "C", "C", "H", "H", "H", "H", "H", "H", "H", "H", "H", "H", "H", "H", "H", "H", "H", "H", "H", "H", "H", "H", "H", "H", "H", "H", "H", "H", "H", "H", "S", "C", "C", "C", "C", "N", "C", "C", "C", "S", "C", "N", "H", "H"], "coordinates": [[-1.75, -1.41, -0.04], [3.02, 3.09, 0.73], [1.98, 2.28, 1.47], [2.09, 2.50, 2.98], [2.14, 0.91, 1.18], [0.89, 0.32, 0.73], [-0.09, 1.45, 1.15], [0.70, 2.64, 1.00], [-1.56, 1.60, 0.65], [-2.14, 0.37, 0.70], [-2.35, 2.51, 1.63], [-3.73, 2.36, 1.65], [-4.53, 3.13, 2.48], [-3.96, 4.07, 3.33], [-2.58, 4.22, 3.33], [-1.78, 3.46, 2.49], [-1.66, 2.28, -0.73], [-2.06, 1.56, -1.85], [-2.16, 2.16, -3.10], [-1.85, 3.50, -3.25], [-1.46, 4.24, -2.14], [-1.37, 3.64, -0.90], [1.07, -0.36, -0.67], [-0.13, -0.86, -1.08], [1.64, 0.51, -1.81], [1.45, 1.88, -1.89], [1.87, 2.62, -2.99], [2.48, 1.99, -4.07], [2.67, 0.61, -4.01], [2.26, -0.11, -2.90], [2.08, -1.51, -0.39], [3.43, -1.29, -0.13], [4.29, -2.34, 0.15], [3.82, -3.65, 0.16], [2.48, -3.89, -0.11], [1.62, -2.82, -0.39], [4.02, 2.82, 1.09], [2.86, 4.16, 0.90], [2.96, 2.88, -0.34], [3.06, 2.13, 3.33], [1.31, 1.95, 3.50], [2.00, 3.56, 3.22], [0.67, -0.53, 1.38], [-0.23, 1.26, 2.22], [-4.16, 1.60, 1.01], [-5.60, 2.99, 2.47], [-4.58, 4.66, 3.99], [-2.12, 4.95, 4.00], [-0.71, 3.60, 2.49], [-2.28, 0.51, -1.74], [-2.45, 1.57, -3.95], [-1.92, 3.97, -4.23], [-1.22, 5.30, -2.25], [-1.06, 4.22, -0.04], [0.99, 2.40, -1.06], [1.70, 3.69, -3.01], [2.80, 2.56, -4.93], [3.13, 0.10, -4.85], [2.40, -1.18, -2.89], [3.82, -0.28, -0.14], [5.34, -2.15, 0.35], [4.49, -4.47, 0.38], [2.09, -4.90, -0.10], [0.58, -3.01, -0.62], [-1.43, -2.90, 1.89], [-1.64, -4.41, 1.05], [-1.11, -5.58, 1.62], [-1.29, -6.84, 1.07], [-0.73, -7.99, 1.72], [-0.27, -8.91, 2.25], [-2.01, -6.96, -0.12], [-2.52, -5.82, -0.72], [-2.35, -4.54, -0.19], [-3.04, -3.19, -1.06], [-2.23, -8.25, -0.73], [-2.42, -9.27, -1.22], [-0.56, -5.48, 2.55], [-3.07, -5.92, -1.65]], "mulliken_charge": [1.21, -1.75, 1.59, -2.01, -0.41, -1.72, -1.16, -0.31, 2.65, -1.53, -0.19, -0.54, -0.76, -0.39, -1.11, 0.11, -0.16, -0.34, -0.85, -0.51, -0.85, 0.08, 4.10, -1.27, -0.19, -0.02, -1.12, -0.78, -0.78, -0.68, -0.64, 0.22, -1.03, -0.39, -0.90, -0.65, 0.37, 0.40, 0.36, 0.51, 0.38, 0.34, 0.93, 0.81, 0.43, 0.37, 0.37, 0.40, 0.31, 0.44, 0.42, 0.36, 0.37, 0.35, 0.81, 0.40, 0.38, 0.40, 0.46, 0.35, 0.37, 0.37, 0.45, 0.60, -0.51, 0.15, -0.80, 0.46, -0.07, -0.62, 0.69, -1.00, 0.59, -0.55, -0.03, -0.63, 0.45, 0.47], "max_force_ev_per_a": 0.44, "multiplicity": 6, "e_lumo_ha": [0.153, 0.153], "total_charge": -2, "orbital_gap_ev": [5.95, 6.37]}